Entry from OMol25: C31H94N6O13 as an isolated structure in a non-equilibrium geometry (ωB97M-V with the def2-TZVPD basis set).

Geometry (Å):
1 H 3.353 1.514 -1.862
2 N 2.642 0.163 -0.675
3 H -3.468 3.109 2.217
4 N -1.519 4.433 3.423
5 H -2.190 4.196 4.139
6 H 1.939 0.587 -3.776
7 C -5.482 -4.918 3.290
8 C -2.791 -3.466 3.588
9 H 4.127 -1.799 -1.625
10 H 6.651 -0.607 0.736
11 C -2.514 1.788 -1.839
12 H 0.966 -0.207 1.343
13 O 0.829 0.768 -0.986
14 H 1.916 1.466 -2.642
15 H -3.595 -3.084 4.218
16 N -2.652 2.367 -3.179
17 H -1.143 0.570 2.523
18 H 2.153 -3.545 -1.591
19 H 0.294 1.066 -2.988
20 C 0.102 -0.367 -0.595
21 H 5.664 0.711 -1.319
22 H -2.678 0.711 -1.884
23 H -2.622 1.090 -3.335
24 C 6.350 -1.646 0.865
25 H -4.963 0.181 -2.023
26 H 2.119 -1.995 -1.170
27 H 2.716 1.176 -5.244
28 H -3.616 2.608 -3.358
29 C -3.622 -0.610 4.043
30 H 3.404 0.223 -1.749
31 H 1.997 0.833 0.700
32 H 0.344 -2.463 1.405
33 C 1.753 1.023 -4.757
34 H 7.279 -2.215 0.905
35 H -0.797 -0.543 -1.185
36 O -4.310 -5.274 2.574
37 O -2.508 -0.226 3.169
38 C 3.203 3.640 -1.213
39 H -0.856 1.212 -0.632
40 H -0.139 4.099 1.057
41 H 0.687 -1.186 -1.013
42 H -3.319 -1.235 4.883
43 H 0.105 -4.660 2.304
44 C -1.109 0.545 -4.294
45 C -3.567 2.370 -0.801
46 O 0.663 -2.514 -2.610
47 H -2.469 -1.471 2.773
48 H -1.403 -2.172 1.249
49 H -5.526 -5.301 4.309
50 O 1.022 0.131 -5.529
51 H -3.501 1.910 0.185
52 H -2.740 4.283 1.201
53 C 2.695 -1.845 0.817
54 H 3.670 -1.119 -4.218
55 O -2.387 0.256 -3.749
56 C -0.465 -1.769 1.632
57 O 3.890 0.045 -2.557
58 H -5.567 -3.835 3.375
59 H -2.236 -2.846 1.655
60 C 4.633 -1.249 -0.832
61 C -1.070 2.001 -1.353
62 H 5.964 2.375 -0.768
63 H -0.967 2.870 -0.703
64 H 0.756 3.704 2.573
65 H 1.004 -0.738 -5.123
66 N 2.568 3.824 -2.453
67 H -0.728 -3.724 3.617
68 H 5.786 -1.746 1.792
69 C -2.845 -2.447 2.467
70 O 0.422 2.044 1.473
71 H 2.454 2.401 0.952
72 C -0.033 -0.459 0.987
73 H -1.597 -3.099 0.626
74 H 2.250 1.856 -0.578
75 H 5.186 -0.424 -1.282
76 H 6.178 0.980 0.330
77 C 2.470 4.528 -0.246
78 H -1.526 -0.030 -0.036
79 H 1.837 0.541 -0.197
80 H -3.052 -5.532 4.096
81 H 3.347 -2.379 1.509
82 C 0.034 3.356 1.835
83 C -1.294 3.340 2.516
84 H -1.335 -3.794 5.101
85 H 4.263 3.877 -1.310
86 H 1.309 2.002 -4.576
87 H -0.704 1.444 1.234
88 H 2.584 4.086 0.744
89 H 1.553 -0.204 -2.692
90 O -2.389 -0.196 -0.422
91 H -0.695 4.662 3.961
92 H 2.272 -2.684 0.265
93 C 5.577 1.399 -0.478
94 C 1.403 -2.764 -1.460
95 N -1.089 0.554 1.515
96 H -0.272 -2.330 -2.495
97 N -1.459 -3.348 4.204
98 H -0.671 -0.345 -4.746
99 C -2.544 3.323 1.679
100 C -5.493 0.918 -1.419
101 H -0.381 2.019 -2.197
102 C 1.586 1.838 0.608
103 H -0.701 -1.879 2.690
104 O 5.659 -2.077 -0.370
105 H 2.622 4.800 -2.710
106 H -1.748 -4.770 1.266
107 H -3.104 0.395 1.401
108 H -5.614 0.523 -0.411
109 C 3.513 -1.181 -3.141
110 H -6.256 -5.279 2.614
111 H -4.304 -1.294 3.537
112 H -2.248 -5.152 2.523
113 H 0.722 -3.106 -0.681
114 O 4.229 1.579 0.012
115 O -4.860 2.233 -1.429
116 H 1.457 2.197 -0.413
117 C -1.057 -3.978 0.976
118 H -0.357 -4.344 0.225
119 H 1.898 -1.295 1.317
120 H -1.825 -0.892 3.060
121 O -0.132 -3.777 2.014
122 H -2.198 3.270 -3.192
123 H -4.194 0.198 4.499
124 H -2.945 -1.342 1.078
125 C 3.248 2.096 -0.946
126 H 3.141 3.365 -3.146
127 C -3.262 -0.387 0.659
128 H 2.715 5.589 -0.279
129 H -3.233 3.406 -0.748
130 H -1.183 1.365 -5.009
131 H -6.506 1.123 -1.766
132 C -3.063 -4.905 3.204
133 C 1.137 0.752 -2.373
134 H 3.340 0.866 -0.872
135 H -0.530 0.996 -3.489
136 H 1.406 4.342 -0.390
137 H -3.872 -2.431 2.102
138 H -2.426 2.619 0.855
139 H -1.352 2.463 3.161
140 C 3.533 -0.774 0.005
141 H 2.451 -1.271 -2.911
142 H 4.037 -0.181 0.769
143 H -4.280 -0.394 0.270
144 H 4.072 -2.074 -2.860

relative energy (zero: lowest compared OMol25 entry of this formula, charge and spin)	46.923	eV
HOMO	-7.708	eV
LUMO level	0.3	eV
electronic energy	-69174.518	eV
total charge	0

***

Entry from OMol25: C32H104N8O16 as an isolated structure in a non-equilibrium geometry (ωB97M-V with the def2-TZVPD basis set).

Geometry (Å):
1 O 2.565 -0.448 2.692
2 H -0.759 2.248 -1.315
3 H -2.257 -0.635 -2.597
4 C 5.862 -3.244 -2.464
5 H 1.910 -3.972 -1.109
6 C 4.425 -4.389 -0.732
7 H -3.087 7.283 -0.024
8 C 1.891 4.969 -2.892
9 H 2.806 2.765 0.617
10 H -0.035 4.820 -0.694
11 O -3.310 2.466 0.693
12 C -4.118 -2.189 0.395
13 H -1.594 -2.100 -0.532
14 H -1.223 3.986 -2.040
15 C 3.395 -3.321 1.260
16 H -1.021 -2.896 1.527
17 N 1.868 2.894 -1.562
18 H 4.361 -3.237 1.759
19 H 0.886 0.139 5.974
20 N 1.461 -0.243 5.237
21 H -1.794 -4.393 0.359
22 H 0.350 -1.069 -3.284
23 C -4.995 -3.313 1.018
24 H -2.462 2.612 -2.000
25 O 0.827 0.723 -2.402
26 C 1.985 4.331 -1.469
27 H -0.761 -0.517 -2.393
28 H 1.208 5.932 -0.097
29 H -4.141 2.157 0.333
30 H 2.651 -2.631 1.656
31 H 2.447 -1.645 4.395
32 C 2.848 -2.097 -3.975
33 C 0.603 1.688 -3.397
34 N 3.175 2.004 0.064
35 O -1.148 0.499 -0.221
36 C -0.638 1.867 -0.301
37 H -2.969 -1.110 1.959
38 C -0.448 2.062 2.788
39 H 0.178 -2.128 6.255
40 H 0.886 2.664 -1.506
41 O -6.172 -3.450 0.143
42 H -0.470 3.051 3.247
43 H 3.019 4.378 -1.126
44 C -0.444 -1.561 5.562
45 C -2.560 6.999 -0.935
46 O 0.082 -2.873 -2.810
47 H -7.970 -4.597 -0.175
48 O 0.322 -4.287 0.323
49 O -3.345 -0.079 -1.565
50 H 2.055 -2.605 -4.524
51 H 1.481 1.887 -4.012
52 H -4.105 7.621 -2.991
53 H -4.344 -4.186 1.074
54 N 2.356 -3.081 -0.944
55 H -1.328 -1.279 1.668
56 H 5.311 -4.343 -0.099
57 N -4.345 6.737 -2.565
58 H 1.533 5.995 -2.972
59 H 4.103 0.911 2.395
60 N 0.377 -2.800 -0.811
61 C -0.569 -1.844 -0.263
62 H 2.570 -2.890 -1.912
63 H -2.016 7.884 -1.267
64 H 2.919 4.873 -3.240
65 H 0.353 2.101 0.088
66 H 2.791 -1.238 0.255
67 H -3.661 -2.628 -0.491
68 H -1.639 -5.293 1.830
69 H -0.358 -4.226 0.994
70 H 0.389 -1.741 1.713
71 C -3.265 6.044 -1.890
72 H -2.777 0.239 -0.864
73 C 0.509 -1.078 4.454
74 H -1.280 2.558 0.244
75 H -2.055 -1.216 0.419
76 H 1.640 0.564 4.657
77 C -0.257 -0.224 3.427
78 H 4.247 -2.430 -0.342
79 H 1.533 0.834 0.630
80 H 2.999 -2.607 -3.024
81 H -1.169 -3.928 2.288
82 H -4.894 7.053 -1.779
83 C -3.808 4.693 -1.347
84 C 3.244 -0.311 -0.097
85 H -5.612 -1.391 -0.555
86 H -0.052 -0.307 -1.762
87 N -4.923 -1.005 0.075
88 H 3.774 -5.249 -0.576
89 H 3.192 -0.063 4.734
90 H -0.271 1.447 -4.002
91 H -1.278 2.569 -0.840
92 H 6.377 -2.908 -1.564
93 H 4.145 2.055 0.341
94 C 0.405 4.540 1.940
95 C 2.507 -0.674 -3.630
96 H -0.105 -3.689 -2.346
97 H 2.207 -0.173 -4.550
98 H 0.333 -2.603 -1.801
99 H 3.174 -0.340 -1.184
100 H -5.358 -3.025 2.005
101 O -2.763 4.116 -0.693
102 O 4.922 -4.326 -2.178
103 H 1.313 -2.545 -0.530
104 H 3.812 -0.394 -2.135
105 H -0.641 4.813 1.799
106 H 1.057 -1.923 4.039
107 H 2.460 1.654 2.586
108 H -2.783 2.686 -0.076
109 H 3.401 0.930 -2.689
110 H 1.240 4.415 -3.568
111 H 1.014 5.306 2.421
112 H 0.476 3.745 2.682
113 H -1.223 1.815 2.063
114 C 2.622 0.887 0.664
115 H -0.748 -2.396 -2.801
116 H 1.175 -1.140 -1.825
117 H -5.441 -0.849 0.928
118 O -2.007 -3.784 -0.348
119 C -0.574 -1.943 1.245
120 H 2.874 -4.247 1.502
121 C 1.012 4.905 -0.406
122 C 3.594 -3.289 -0.193
123 C 1.183 -0.593 -2.767
124 O -1.418 -0.835 -3.012
125 H 4.065 -1.197 3.976
126 C 3.036 0.819 2.188
127 H -4.094 3.925 -2.065
128 O -0.328 1.070 3.854
129 N 3.638 0.014 -3.042
130 O -1.273 -2.949 3.097
131 H -3.889 0.674 -1.794
132 O 1.065 4.060 0.760
133 H 0.818 -0.153 -0.214
134 H -1.126 -0.931 6.133
135 H 5.372 -2.359 -2.870
136 H -6.990 -5.136 1.171
137 H 6.575 -3.401 -3.274
138 H -1.742 6.374 -0.576
139 H -4.725 4.974 -0.830
140 C -0.129 -0.424 -0.681
141 H 3.822 -2.133 -4.461
142 C -2.735 -1.733 1.096
143 O -1.443 -4.413 1.509
144 H -2.178 -2.614 1.414
145 H -2.108 -3.006 3.561
146 C -6.942 -4.697 0.174
147 H 2.244 2.604 -0.671
148 C -1.821 3.296 -1.445
149 H -1.193 -2.218 5.121
150 H 0.511 1.956 2.282
151 H -0.623 -3.238 3.737
152 H -1.230 -0.689 3.272
153 H 4.308 -0.429 0.104
154 H -6.402 -5.471 -0.372
155 C 3.039 -0.831 3.976
156 H 0.305 2.669 -3.027
157 H -2.613 5.929 -2.755
158 H -1.662 -2.942 -0.051
159 H 0.189 -0.340 2.440
160 H 0.354 -3.413 -0.067

relative energy (zero: lowest compared OMol25 entry of this formula, charge and spin)	51.978	eV
HOMO	-5.848	eV
LUMO level	-0.1	eV
electronic energy	-79497.069	eV
total charge	0

***

Entry from OMol25: C32H108N8O20SnV as an isolated structure in a non-equilibrium geometry (ωB97M-V with the def2-TZVPD basis set).

Geometry (Å):
1 H 2.232 6.779 5.534
2 C 4.881 -3.346 1.163
3 C -3.690 -1.441 1.817
4 N 0.767 3.448 -3.525
5 O 0.993 -4.015 -3.745
6 C -1.108 1.069 4.884
7 H -2.160 0.784 5.039
8 H -2.349 1.226 -0.957
9 H 0.219 -4.478 -3.393
10 H -1.299 2.502 1.939
11 H -0.740 3.588 -2.003
12 C -0.085 4.244 -2.603
13 O 1.961 -8.317 -0.576
14 H 7.137 -2.359 -3.325
15 H -1.966 -3.452 3.304
16 H -1.278 -2.831 1.770
17 H 2.869 -1.885 -0.148
18 H -5.636 -1.925 -2.252
19 N 2.785 5.962 5.295
20 H -0.621 1.189 -3.265
21 H -3.343 3.032 -4.216
22 N -1.174 0.332 -3.314
23 H 0.822 -4.998 -0.615
24 H -0.462 5.658 -4.199
25 N 3.273 -4.999 -1.671
26 C -4.853 -1.063 3.856
27 C -0.828 2.569 -6.722
28 H 3.690 6.256 4.942
29 C -0.465 0.448 3.730
30 H 2.529 -4.815 -2.362
31 O -3.977 0.981 -1.855
32 H 0.225 5.769 5.429
33 H 4.630 -4.317 0.744
34 C -3.763 5.389 4.941
35 H 8.165 -1.820 -2.000
36 H -0.254 -1.578 0.561
37 H 5.020 -1.228 0.488
38 H 2.372 2.586 2.756
39 H 0.922 4.452 6.384
40 H -0.536 0.863 5.788
41 O 2.245 0.560 -5.596
42 H 1.330 0.917 -5.601
43 H 1.486 5.641 -2.278
44 H -0.632 2.072 -7.679
45 H -2.924 6.014 5.262
46 H -0.743 3.934 1.291
47 H -2.399 3.676 3.804
48 H 4.606 1.773 0.144
49 C 0.782 5.058 -1.676
50 H -4.929 3.526 1.672
51 H 1.165 6.132 2.996
52 H 3.484 0.692 0.375
53 O -1.969 4.345 -4.237
54 H 0.118 -2.895 5.793
55 H -0.888 0.292 1.669
56 H 0.479 -9.024 -1.864
57 C -3.944 3.085 1.612
58 C 2.737 -6.000 -0.688
59 H 1.146 -3.237 4.337
60 C 1.654 -5.290 0.040
61 C -3.468 -2.919 1.705
62 C -2.094 -3.383 2.214
63 C 0.669 4.763 5.374
64 C 2.368 -7.268 -1.437
65 H -0.136 -1.542 2.936
66 H -1.500 -2.626 -4.294
67 H -0.104 3.357 -6.538
68 H -4.682 -1.218 1.378
69 H 0.169 5.715 -1.059
70 H -4.739 -0.589 4.832
71 H 2.804 5.454 2.762
72 H -4.686 5.893 5.230
73 H -2.740 -1.506 -3.770
74 H -3.842 2.281 2.355
75 H -4.658 1.581 -2.179
76 C 7.314 -1.533 -2.623
77 O -1.294 -4.230 -2.205
78 O 6.179 -1.387 -1.852
79 C 2.011 4.945 4.651
80 O -3.707 5.199 3.553
81 H -1.384 -3.283 -1.882
82 H 7.568 -0.623 -3.160
83 C 6.078 -2.488 -0.913
84 H -4.277 -3.409 2.251
85 H -2.612 -1.762 -5.468
86 H -2.115 0.549 -2.965
87 H 0.972 -3.159 -3.261
88 C -2.726 3.980 1.682
89 H 3.994 -5.483 -2.211
90 H -3.684 4.452 5.504
91 O -3.640 -0.912 3.097
92 H -4.457 0.135 -1.662
93 O -1.428 1.180 -0.637
94 H -2.951 -0.897 1.213
95 H 5.915 -3.407 -1.493
96 O 0.289 -0.769 0.444
97 C -1.549 0.529 -5.712
98 C 1.338 -9.371 -1.272
99 H -2.666 3.274 -2.593
100 H 2.572 4.003 4.649
101 H -1.638 5.157 3.085
102 V -0.252 -0.418 -1.462
103 C -0.267 -1.059 3.920
104 H 4.009 -3.035 1.746
105 H -3.619 -4.229 0.106
106 O 3.968 1.215 -0.317
107 H -3.804 4.479 -3.298
108 H -1.829 -4.792 -1.640
109 H 1.004 -10.084 -0.518
110 H -2.759 -2.849 -0.162
111 O -0.641 1.617 -5.633
112 H -2.561 0.919 -5.486
113 H -2.848 4.879 1.052
114 Sn 3.773 -0.099 -3.006
115 H 3.503 -6.264 0.056
116 H 3.438 -3.182 -1.076
117 N 3.634 -2.194 -0.753
118 H -2.444 -1.231 -1.928
119 H 1.047 2.534 -3.191
120 N -1.523 3.275 1.248
121 H 1.270 -6.011 0.752
122 H 1.588 -0.620 1.147
123 H 1.271 2.552 1.375
124 H -1.974 -4.375 1.757
125 O 1.254 0.979 -2.052
126 H -0.095 -0.627 -4.774
127 C -1.018 5.091 -3.442
128 C 1.794 5.249 3.169
129 H -1.040 2.134 4.694
130 H 5.718 -3.412 1.865
131 H -1.148 -1.516 4.416
132 H 1.575 -6.995 -2.159
133 C -2.552 4.518 3.090
134 O 1.036 -1.680 -2.253
135 C -2.975 3.786 -3.513
136 H 2.688 3.664 1.340
137 O -5.085 -1.497 -1.598
138 O 0.845 -1.235 4.772
139 H 2.505 -0.500 2.464
140 H 1.552 -1.948 -1.473
141 C -1.158 -0.406 -4.607
142 H 7.044 -2.565 -0.392
143 H 0.329 3.393 -4.428
144 H -5.103 -2.132 3.964
145 O 1.094 4.262 2.417
146 H -1.838 2.985 -6.711
147 O 2.567 -0.484 1.507
148 H -3.810 2.625 0.634
149 H 1.354 4.406 -1.016
150 H -5.670 -0.579 3.315
151 C 1.906 3.211 1.977
152 H 1.894 -2.617 5.853
153 H 2.443 0.327 -6.510
154 H -4.831 -2.155 -0.904
155 H -2.266 0.446 2.604
156 H 1.319 1.498 -1.214
157 C -2.021 -1.698 -4.550
158 N -3.632 -3.207 0.206
159 C 4.898 -2.233 0.068
160 H 2.060 -9.884 -1.924
161 H 3.270 -7.567 -2.005
162 H -0.045 4.085 4.897
163 H -1.537 0.107 -6.729
164 N -1.284 0.690 2.517
165 O -1.761 -1.637 -1.360
166 H -1.582 5.790 -2.804
167 H 1.962 -4.406 0.609
168 H 0.479 0.985 3.562
169 H -1.296 2.082 -0.152
170 C 1.004 -2.577 5.217

relative energy (zero: lowest compared OMol25 entry of this formula, charge and spin)	0.603	eV
HOMO (alpha / beta)	-10.313 / -10.329	eV
multiplicity	3
LUMO level (alpha / beta)	-4.3 / -4.3	eV
electronic energy	-119321.279	eV
total charge	+1